(1)
Computed, not measured: C26H22AuN2O3PS2 as an isolated structure in a non-equilibrium geometry, with wB97M-V/def2-TZVPD.

Cartesian coordinates (Å):
Au  -1.82  -0.62  -1.67
C  -5.15  3.64  0.01
C  -4.40  3.32  -1.12
C  -3.68  2.13  -1.17
C  -3.69  1.24  -0.09
C  -4.45  1.57  1.04
C  -5.17  2.76  1.09
N  -2.95  0.06  -0.20
N  -2.99  -0.74  0.84
C  -2.24  -1.91  0.70
C  -2.24  -2.80  1.78
C  -1.52  -3.98  1.73
C  -0.78  -4.29  0.60
C  -0.76  -3.41  -0.49
C  -1.48  -2.23  -0.44
H  -5.71  4.57  0.05
H  -4.37  3.99  -1.97
H  -3.10  1.89  -2.05
H  -4.48  0.90  1.89
H  -5.74  3.00  1.97
H  -2.82  -2.55  2.67
H  -1.54  -4.66  2.58
H  -0.21  -5.21  0.56
H  -0.18  -3.65  -1.37
O  -3.20  -1.39  -2.36
S  1.41  3.38  -0.66
P  1.58  1.51  -0.01
S  0.05  0.50  -0.76
C  1.66  1.44  1.82
C  2.68  2.11  2.49
C  2.77  2.06  3.87
C  1.83  1.34  4.60
C  0.80  0.68  3.94
C  0.72  0.73  2.55
C  3.17  0.71  -0.46
C  3.37  -0.63  -0.14
C  4.57  -1.25  -0.45
C  5.58  -0.54  -1.09
C  5.38  0.80  -1.42
C  4.18  1.42  -1.10
H  3.41  2.68  1.92
H  3.57  2.59  4.38
H  1.89  1.30  5.68
H  0.06  0.12  4.50
H  -0.09  0.21  2.04
H  2.58  -1.19  0.35
H  4.72  -2.30  -0.21
H  6.51  -1.03  -1.35
H  6.16  1.36  -1.93
H  4.02  2.46  -1.36
C  0.64  -1.48  -5.03
C  -0.16  -2.09  -3.90
O  -0.17  -3.33  -3.83
O  -0.73  -1.23  -3.16
H  1.11  -2.25  -5.64
H  1.42  -0.83  -4.62
H  -0.01  -0.88  -5.67

Computed properties:
Energy above the lowest of the compared OMol25 structures with the same formula, charge and spin   96.4 kcal per mole
Spin multiplicity   3
Charge   -2
LUMO level (alpha / beta)   0.166 / 0.166 Ha
HOMO level (alpha / beta)   -0.02352 / -0.05763 Ha
DFT total energy   -2612.45999 a.u.
Kohn-Sham gap (alpha / beta)   5.2 / 6.1 eV

Atomic partial charges in e from the Mulliken method, atoms 1 to 6: atom 1 (Au): 0.618, atom 2 (C): -0.438, atom 3 (C): -0.720, atom 4 (C): -0.329, atom 5 (C): 0.699, atom 6 (C): -0.395

=====

(2)
Computed, not measured: C26H22CsN8S2 as an isolated structure in a non-equilibrium geometry, with wB97M-V/def2-TZVPD.

Cartesian coordinates (Å):
Cs  1.24  0.09  -0.55
N  3.99  3.73  -0.52
C  2.97  3.05  -1.14
S  3.41  1.83  -2.26
N  1.77  3.53  -0.85
N  0.70  2.81  -1.22
C  -0.41  3.44  -1.36
C  -0.49  4.93  -1.23
C  -1.17  5.52  -0.17
C  -1.20  6.90  -0.03
C  -0.54  7.71  -0.94
C  0.16  7.13  -1.99
C  0.19  5.75  -2.14
C  -1.65  2.66  -1.61
C  -2.85  3.32  -1.90
C  -4.01  2.57  -2.08
C  -3.94  1.19  -1.98
C  -2.70  0.62  -1.72
N  -1.59  1.33  -1.54
H  4.90  3.32  -0.59
H  3.75  4.27  0.30
H  -1.69  4.89  0.54
H  -1.73  7.34  0.81
H  -0.56  8.79  -0.83
H  0.69  7.75  -2.70
H  0.74  5.29  -2.95
H  -2.88  4.39  -1.98
H  -4.95  3.07  -2.29
H  -4.82  0.57  -2.10
H  -2.60  -0.46  -1.64
S  -0.34  -1.18  1.92
C  0.42  -2.68  1.46
N  1.29  -3.39  2.06
N  1.72  -2.87  3.27
C  1.97  -3.75  4.30
C  2.21  -3.24  5.58
C  2.50  -4.08  6.64
C  2.58  -5.46  6.46
C  2.35  -5.97  5.18
C  2.05  -5.14  4.11
N  -0.24  -3.17  0.29
N  0.24  -3.00  -0.83
C  -0.55  -3.59  -1.87
C  -0.57  -2.96  -3.10
C  -1.25  -3.54  -4.16
C  -1.90  -4.76  -4.00
C  -1.87  -5.38  -2.76
C  -1.21  -4.80  -1.69
H  1.27  -1.99  3.51
H  2.15  -2.17  5.74
H  2.67  -3.66  7.62
H  2.80  -6.12  7.29
H  2.40  -7.04  5.02
H  1.86  -5.54  3.13
H  -0.06  -2.01  -3.23
H  -1.27  -3.04  -5.13
H  -2.41  -5.22  -4.84
H  -2.37  -6.34  -2.62
H  -1.17  -5.27  -0.72

Computed properties:
Energy above the lowest of the compared OMol25 structures with the same formula, charge and spin   9.2 kcal per mole
Spin multiplicity   1
Charge   -1
LUMO level   0.080 Ha
HOMO level   -0.16487 Ha
DFT total energy   -2258.58649 a.u.
Kohn-Sham gap   6.7 eV

Atomic partial charges in e from the Mulliken method, atoms 1 to 6: atom 1 (Cs): 1.028, atom 2 (N): -0.455, atom 3 (C): 0.212, atom 4 (S): -0.549, atom 5 (N): -0.786, atom 6 (N): 0.461

=====

(3)
Computed, not measured: C26H22F10N6O3Tl as an isolated structure in a non-equilibrium geometry, with wB97M-V/def2-TZVPD.

Cartesian coordinates (Å):
Tl  -0.31  0.64  0.72
C  0.12  2.50  3.60
N  0.89  2.32  2.38
C  2.17  1.70  2.68
C  2.02  0.19  2.82
N  1.74  -0.35  1.50
C  2.17  -1.61  1.25
C  2.61  -2.01  -0.04
F  2.66  -1.11  -1.02
C  3.09  -3.27  -0.33
F  3.52  -3.54  -1.57
C  3.20  -4.24  0.66
F  3.68  -5.46  0.38
C  2.82  -3.89  1.93
F  2.89  -4.81  2.91
C  2.32  -2.64  2.22
F  1.90  -2.44  3.49
C  1.03  3.57  1.64
C  -0.28  3.97  0.96
N  -0.76  3.00  0.00
C  -0.62  3.24  -1.32
C  -1.48  2.57  -2.23
F  -2.38  1.71  -1.72
C  -1.41  2.68  -3.59
F  -2.24  1.98  -4.37
C  -0.48  3.53  -4.18
F  -0.39  3.65  -5.51
C  0.34  4.25  -3.34
F  1.25  5.09  -3.88
C  0.26  4.13  -1.97
F  1.16  4.86  -1.25
H  0.58  3.26  4.26
H  0.06  1.56  4.14
H  -0.90  2.82  3.37
H  2.62  2.13  3.59
H  2.85  1.87  1.84
H  1.23  -0.05  3.54
H  2.96  -0.20  3.21
H  1.78  3.42  0.86
H  1.36  4.38  2.30
H  -0.14  4.96  0.52
H  -1.05  4.08  1.73
N  -2.59  -2.35  3.72
C  -2.02  -1.35  2.99
O  -0.87  -1.01  3.21
C  -2.91  -0.73  1.93
C  -2.47  0.65  1.49
H  -1.99  -2.89  4.32
H  -3.47  -2.75  3.45
H  -3.93  -0.71  2.34
H  -2.90  -1.39  1.06
H  -2.49  1.39  2.29
H  -3.01  1.01  0.62
O  0.61  0.62  -1.45
N  0.31  -0.28  -2.28
N  -0.47  -1.21  -1.87
O  -1.00  -1.31  -0.68
C  -0.82  -2.19  -2.85
C  0.08  -2.54  -3.85
C  -0.30  -3.48  -4.79
C  -1.55  -4.07  -4.74
C  -2.43  -3.73  -3.73
C  -2.07  -2.79  -2.77
H  1.05  -2.07  -3.88
H  0.40  -3.77  -5.57
H  -1.84  -4.80  -5.49
H  -3.41  -4.19  -3.68
H  -2.74  -2.50  -1.98

Computed properties:
Energy above the lowest of the compared OMol25 structures with the same formula, charge and spin   16.3 kcal per mole
Spin multiplicity   1
Charge   -1
LUMO level   0.088 Ha
HOMO level   -0.15567 Ha
DFT total energy   -2729.24047 a.u.
Kohn-Sham gap   6.6 eV

Atomic partial charges in e from the Mulliken method, atoms 1 to 6: atom 1 (Tl): 1.458, atom 2 (C): -1.220, atom 3 (N): 1.044, atom 4 (C): -1.274, atom 5 (C): -0.587, atom 6 (N): -0.011

=====

(4)
Computed, not measured: one molecule with the formula C26H22N2O4 in a non-equilibrium geometry, with wB97M-V/def2-TZVPD.

Cartesian coordinates (Å):
C  -1.81  -1.40  1.33
C  -0.68  -1.22  0.23
C  -1.14  -1.76  -1.01
N  -1.58  -2.36  -1.91
C  0.48  -2.21  0.66
C  0.59  -2.77  1.96
C  1.69  -3.57  2.30
C  2.63  -3.89  1.30
N  3.80  -4.61  1.61
O  4.60  -4.85  0.67
O  4.02  -5.00  2.77
C  2.42  -3.50  -0.03
C  1.31  -2.73  -0.36
C  -0.41  0.21  0.09
C  -1.74  0.98  -0.16
C  -1.77  2.32  0.24
C  -2.95  3.08  0.25
C  -4.14  2.48  -0.20
C  -4.11  1.16  -0.67
C  -2.92  0.44  -0.71
C  -5.49  0.79  -1.08
C  -6.29  2.07  -0.83
O  -5.36  3.09  -0.27
C  0.79  0.96  -0.61
C  0.70  2.25  -1.21
C  1.83  3.02  -1.46
C  3.08  2.52  -1.08
C  3.17  1.26  -0.43
C  2.04  0.53  -0.17
C  4.62  0.97  -0.19
C  5.31  2.24  -0.69
O  4.29  3.15  -1.26
H  -1.57  -0.88  2.26
H  -2.79  -1.10  0.97
H  -1.86  -2.46  1.53
H  -0.15  -2.59  2.74
H  1.86  -3.92  3.32
H  3.16  -3.77  -0.78
H  1.11  -2.52  -1.41
H  0.02  0.24  1.10
H  -0.88  2.85  0.52
H  -2.98  4.11  0.61
H  -3.01  -0.54  -1.13
H  -5.89  -0.04  -0.49
H  -5.53  0.49  -2.14
H  -6.71  2.49  -1.75
H  -7.08  1.93  -0.09
H  -0.23  2.74  -1.51
H  1.82  4.01  -1.97
H  2.11  -0.39  0.39
H  4.83  0.77  0.86
H  4.94  0.10  -0.77
H  6.04  2.04  -1.48
H  5.80  2.78  0.13

Computed properties:
Energy above the lowest of the compared OMol25 structures with the same formula, charge and spin   174.5 kcal per mole
Spin multiplicity   1
Structure (SMILES)   C[C@](C#N)(c1ccc([N+](=O)[O-])cc1)C(c1ccc2c(c1)CCO2)c1ccc2c(c1)CCO2
LUMO level   -0.042 Ha
HOMO level   -0.29978 Ha
DFT total energy   -1414.25908 a.u.
Kohn-Sham gap   7.0 eV

Atomic partial charges in e from the Mulliken method, atoms 1 to 6: atom 1 (C): -2.026, atom 2 (C): 3.688, atom 3 (C): -0.718, atom 4 (N): -0.751, atom 5 (C): -1.105, atom 6 (C): -0.233